1.
The following is a quantum chemistry calculation of 10 unconnected molecules or ions with the total composition C73H84ClN4O3, from the Open Molecules 2025 dataset.

The geometry in XYZ format:
```
165
Properties=species:S:1:pos:R:3:forces:R:3:lowdin_charge:R:1
C 0.924 1.164 5.010 0.3485 1.0721 -1.2447 -0.06
C 1.794 0.193 4.055 1.2419 -0.9352 2.4451 -0.32
N 2.711 -0.542 4.673 -2.6800 1.8935 -2.3483 0.12
C 1.532 0.062 2.459 -1.1917 -0.2305 0.6359 -0.02
C 2.703 0.701 1.561 2.6663 -2.7513 2.5347 -0.34
O 3.631 1.296 2.526 -1.5376 1.0661 -1.5774 -0.01
C 3.648 -0.468 0.909 -0.4307 -0.0529 1.6401 -0.27
C 3.074 -1.310 -0.294 -0.0089 -1.0374 -1.2882 -0.04
C 1.555 -1.763 -0.286 -3.8043 0.6622 -1.7875 -0.36
O 0.681 -1.221 -1.046 3.8216 -1.2459 3.0775 0.03
O 1.065 -2.834 0.533 1.4301 2.6798 -0.5575 0.03
N 4.929 0.230 0.614 -2.0129 -0.7100 -0.4755 -0.48
Cl 6.100 -0.975 0.346 0.5286 -0.0768 -0.2901 0.80
C 4.852 1.333 -0.389 0.2457 2.2602 -0.1352 -0.39
C 5.679 2.557 0.329 1.0422 -0.6099 0.1249 -0.02
C 5.355 0.991 -1.873 -0.2542 -0.3210 -1.1991 -0.14
C 6.836 1.327 -2.334 1.0218 0.5496 -1.4341 -0.38
C 7.016 2.817 -2.993 -0.5456 -0.1017 0.4850 -0.10
C 8.073 1.085 -1.374 1.1522 -0.3939 -0.2827 -0.12
C 3.349 1.988 -0.551 1.4779 0.1480 -2.2619 -0.04
N 2.307 1.546 0.434 -2.6231 1.3196 -0.1628 0.01
C 1.438 2.764 0.734 -1.9135 2.6086 1.4450 -0.18
C 1.285 3.309 2.153 -2.0945 2.0131 -2.2329 0.04
C 0.306 4.545 2.340 1.0296 -2.7630 -5.6294 0.02
C -0.320 4.953 0.973 1.0422 -0.8208 1.3377 -0.02
C -0.014 4.310 -0.383 0.8294 -0.3825 3.2035 -0.06
N 0.860 3.225 -0.489 -0.7154 1.3249 3.7802 0.10
H 0.057 1.657 4.435 1.0222 -0.9394 1.0376 0.07
H 0.576 0.663 5.971 0.3707 0.4175 -1.5369 0.09
H 1.607 2.043 5.333 -0.9440 -1.4076 -0.5021 0.09
H 2.662 -0.304 5.677 0.1200 -0.2344 -0.4953 0.06
H 0.506 0.531 2.206 1.6150 -0.6111 0.4500 0.13
H 1.397 -1.075 2.311 0.5705 1.8101 -0.1110 0.12
H 3.757 2.251 2.349 0.0963 -0.6876 0.0110 0.08
H 3.860 -1.179 1.797 -0.3616 1.2525 -1.3701 0.17
H 3.710 -2.269 -0.414 -0.9797 1.5333 0.4070 0.14
H 3.239 -0.735 -1.285 -0.6099 -0.8795 1.5761 0.13
H 0.153 -2.548 0.792 0.7022 -0.5463 -0.7061 0.11
H 6.292 3.174 -0.402 -0.9398 -0.7827 0.8009 0.08
H 5.012 3.274 0.907 0.6853 -0.9562 -0.7322 0.07
H 6.417 2.087 1.084 -1.2103 0.8120 -1.2452 0.10
H 5.170 -0.125 -2.129 0.2479 1.7258 0.8065 0.11
H 4.706 1.538 -2.666 0.8361 -0.7439 1.5257 0.11
H 7.023 0.640 -3.253 -0.5212 0.9844 1.5932 0.14
H 5.999 3.206 -3.349 1.4721 -0.5043 0.2072 0.07
H 7.763 2.781 -3.864 -1.2059 0.0282 1.3275 0.09
H 7.407 3.576 -2.230 -0.4943 -1.0881 -1.0187 0.07
H 8.578 0.085 -1.656 -0.8109 1.5281 0.6764 0.09
H 7.891 1.078 -0.254 0.0103 0.0514 -1.5226 0.04
H 8.862 1.903 -1.586 -1.2479 -1.3300 0.3798 0.09
H 3.448 3.138 -0.529 -0.1458 -2.0502 0.2817 0.15
H 2.896 1.783 -1.596 0.8109 0.0567 1.7946 0.13
H 1.622 0.951 -0.104 0.6623 0.2900 0.3083 0.18
H 1.803 2.910 3.083 -0.7088 0.2991 -1.6708 0.09
H 0.082 5.044 3.335 0.3727 -0.7927 -1.5687 0.12
H -1.077 5.815 0.993 1.3107 -1.4408 -0.1406 0.11
H -0.526 4.733 -1.322 1.0364 -0.9082 1.5690 0.11
C -2.151 -6.204 1.531 -0.0602 0.0286 -0.0937 -0.09
C -1.422 -5.173 0.948 -0.0817 0.0400 -0.0531 -0.09
C -1.843 -4.617 -0.257 -0.0645 -0.0483 0.1052 -0.10
C -2.999 -5.087 -0.874 0.0125 -0.0099 0.0684 -0.08
C -3.730 -6.116 -0.288 0.1132 0.0192 -0.0045 -0.10
C -3.304 -6.677 0.913 0.1194 0.0498 -0.0815 -0.11
H -1.821 -6.639 2.469 -0.0094 0.0472 -0.0628 0.10
H -0.524 -4.802 1.432 -0.0265 -0.1123 -0.0343 0.09
H -1.270 -3.817 -0.716 -0.0399 -0.0696 -0.0343 0.09
H -3.329 -4.651 -1.810 0.0301 -0.0441 0.0731 0.10
H -4.632 -6.481 -0.767 0.0924 0.0088 0.0385 0.11
H -3.871 -7.483 1.366 0.0431 0.0460 -0.0843 0.09
C 1.362 -0.411 -5.479 0.0592 0.0391 -0.0637 -0.08
C 1.830 -0.153 -6.765 0.0262 0.0891 0.0856 -0.08
C 2.534 1.020 -7.028 -0.0305 -0.0346 0.1332 -0.08
C 2.778 1.930 -6.003 -0.0137 -0.0558 -0.0532 -0.09
C 2.310 1.668 -4.720 0.0580 -0.0004 -0.0399 -0.12
C 1.601 0.503 -4.459 0.0245 -0.0453 0.0487 -0.10
H 0.812 -1.323 -5.274 0.0394 0.0850 -0.0195 0.11
H 1.647 -0.865 -7.562 0.0052 0.0798 0.0675 0.11
H 2.894 1.224 -8.031 -0.0416 -0.0264 0.0728 0.09
H 3.331 2.842 -6.205 -0.0411 -0.0674 0.0061 0.10
H 2.499 2.375 -3.916 -0.0358 0.0447 -0.0798 0.08
H 1.237 0.309 -3.454 -0.0471 -0.0591 -0.0606 0.08
C -6.240 -5.764 4.436 -0.0259 0.0451 -0.0738 -0.09
C -7.557 -5.329 4.543 0.0407 0.0268 -0.0449 -0.10
C -8.206 -4.792 3.435 0.0747 -0.0197 -0.0254 -0.10
C -7.540 -4.700 2.216 0.0416 -0.0255 0.1054 -0.09
C -6.224 -5.139 2.108 -0.0601 0.0289 0.0533 -0.09
C -5.572 -5.667 3.218 -0.1465 0.0294 0.0868 -0.09
H -5.733 -6.180 5.301 -0.0460 0.0297 -0.0639 0.10
H -8.079 -5.407 5.492 0.0402 0.0015 -0.0749 0.10
H -9.231 -4.446 3.521 0.0696 -0.0401 -0.0073 0.10
H -8.047 -4.286 1.351 0.0397 -0.0348 0.0699 0.10
H -5.706 -5.069 1.158 -0.0355 0.0077 0.1108 0.08
H -4.545 -6.004 3.135 -0.0950 0.0563 0.0185 0.08
C -3.291 0.376 3.071 0.0355 0.0478 0.0633 -0.10
C -3.023 1.728 2.879 0.0214 -0.0184 0.0839 -0.12
C -3.440 2.662 3.824 0.0322 -0.0953 0.0436 -0.11
C -4.118 2.243 4.965 0.0503 -0.0499 -0.0752 -0.09
C -4.383 0.890 5.158 0.0260 0.0386 -0.0332 -0.09
C -3.973 -0.043 4.209 0.0367 0.0512 -0.0037 -0.09
H -2.969 -0.351 2.333 -0.0646 0.0402 0.0361 0.10
H -2.488 2.055 1.992 -0.0697 -0.0026 0.0199 0.09
H -3.236 3.717 3.671 -0.0356 -0.0614 0.0094 0.09
H -4.439 2.970 5.703 0.0145 -0.0660 -0.0642 0.10
H -4.909 0.562 6.048 0.0304 0.0260 -0.0877 0.10
H -4.185 -1.096 4.358 0.0035 0.0781 -0.0117 0.11
C 4.013 0.741 -13.444 -0.0046 0.0553 0.0824 -0.09
C 4.160 -0.020 -12.289 -0.0010 0.0526 0.0090 -0.10
C 4.136 0.595 -11.041 -0.0428 0.1056 -0.0667 -0.10
C 3.954 1.972 -10.949 -0.0002 -0.1102 -0.1018 -0.11
C 3.803 2.733 -12.104 0.0093 -0.0448 0.0096 -0.10
C 3.837 2.118 -13.352 0.0039 -0.0691 0.0841 -0.09
H 4.035 0.261 -14.416 -0.0008 0.0399 0.0863 0.10
H 4.295 -1.095 -12.361 -0.0014 0.0979 0.0044 0.10
H 4.257 0.002 -10.141 -0.0028 0.0262 -0.0653 0.09
H 3.930 2.452 -9.976 0.0181 -0.0079 -0.0775 0.09
H 3.659 3.806 -12.032 0.0208 -0.0957 -0.0121 0.10
H 3.724 2.712 -14.252 0.0029 -0.0467 0.0737 0.10
C -3.747 -12.484 1.920 0.0545 0.0866 0.0075 -0.09
C -4.482 -11.463 2.514 0.0474 0.0056 -0.0140 -0.09
C -3.906 -10.212 2.708 0.0806 -0.0465 -0.0666 -0.10
C -2.596 -9.979 2.299 -0.0748 -0.1231 0.0142 -0.10
C -1.862 -10.999 1.702 -0.0445 -0.0051 0.0196 -0.09
C -2.436 -12.253 1.516 -0.0716 0.0781 0.0380 -0.09
H -4.196 -13.461 1.772 0.0367 0.0854 0.0148 0.10
H -5.506 -11.643 2.826 0.0950 0.0150 -0.0190 0.10
H -4.477 -9.418 3.177 0.0152 -0.0556 -0.0255 0.10
H -2.147 -9.003 2.446 -0.0061 -0.1030 -0.0135 0.08
H -0.841 -10.817 1.381 -0.0886 -0.0192 0.0336 0.10
H -1.862 -13.050 1.055 -0.0461 0.0652 0.0304 0.10
C 5.060 5.926 3.959 0.0073 0.0210 0.0047 -0.09
C 5.481 7.215 4.271 -0.0570 -0.0219 -0.0486 -0.08
C 4.759 8.313 3.812 -0.0900 -0.1124 -0.0495 -0.08
C 3.610 8.120 3.049 0.0816 -0.0097 0.0518 -0.08
C 3.191 6.830 2.741 -0.1149 0.1500 -0.0664 -0.10
C 3.914 5.739 3.192 0.2019 -0.0543 0.1127 -0.11
H 5.623 5.069 4.314 -0.0313 0.0801 -0.0185 0.10
H 6.372 7.364 4.871 -0.0838 -0.0185 -0.0653 0.11
H 5.090 9.318 4.050 -0.0365 -0.0904 -0.0136 0.11
H 3.044 8.975 2.694 0.0547 -0.0752 0.0275 0.11
H 2.296 6.673 2.145 0.0674 0.0610 0.0124 0.08
H 3.586 4.734 2.946 0.0022 0.0187 0.0184 0.06
C -0.678 6.161 -6.565 -0.0327 -0.0251 0.1032 -0.09
C -1.827 6.869 -6.224 0.0246 -0.0628 0.0511 -0.09
C -2.435 6.657 -4.991 0.0614 -0.0221 0.0099 -0.09
C -1.889 5.744 -4.094 0.0975 0.0173 -0.0947 -0.11
C -0.738 5.039 -4.433 -0.0559 0.0974 -0.0206 -0.11
C -0.135 5.244 -5.670 -0.0250 0.0530 0.0178 -0.09
H -0.206 6.324 -7.528 -0.0451 -0.0182 0.0835 0.10
H -2.249 7.585 -6.921 0.0308 -0.0768 0.0645 0.10
H -3.335 7.204 -4.728 0.0771 -0.0404 -0.0242 0.10
H -2.361 5.582 -3.130 -0.0235 0.0076 -0.0793 0.09
H -0.311 4.328 -3.733 -0.0144 -0.0187 -0.0991 0.08
H 0.759 4.690 -5.936 -0.0735 0.0185 0.0175 0.09
C -8.371 -1.716 6.429 -0.0142 0.0232 0.0517 -0.09
C -8.104 -0.363 6.238 -0.0252 -0.0152 0.0599 -0.10
C -8.523 0.569 7.182 0.0037 -0.0998 0.0373 -0.10
C -9.201 0.148 8.322 0.0365 -0.0497 -0.0654 -0.10
C -9.464 -1.204 8.515 0.0247 0.0190 -0.0535 -0.09
C -9.053 -2.136 7.566 0.0427 0.1160 -0.0248 -0.09
H -8.047 -2.443 5.690 -0.0196 0.0488 0.0425 0.09
H -7.570 -0.036 5.351 -0.0631 -0.0262 0.0473 0.09
H -8.321 1.624 7.029 -0.0188 -0.0737 0.0121 0.10
H -9.523 0.875 9.061 0.0181 -0.0639 -0.0622 0.10
H -9.991 -1.533 9.405 0.0407 0.0328 -0.0859 0.10
H -9.264 -3.190 7.714 0.0164 0.0752 -0.0034 0.10
```
Forces are in eV/Å.

- total charge = +1
- E_tot (eV) = -101674.0652

---

2.
The following is a quantum chemistry calculation of a single C19H26N4O2S molecule, from the Open Molecules 2025 dataset.

The geometry in XYZ format:
```
52
Properties=species:S:1:pos:R:3:forces:R:3:lowdin_charge:R:1
C 2.390 2.650 -0.303 -0.0839 -0.0908 0.2147 -0.05
C 1.452 2.227 0.823 0.3932 0.5130 0.0645 -0.18
N 0.658 1.090 0.440 -0.5764 -0.6135 -0.1872 0.01
C 0.776 -0.225 0.792 0.0213 0.0816 -0.0173 -0.30
C 1.778 -0.768 1.754 -0.2684 -0.1454 0.2447 -0.11
O 3.087 -0.289 1.553 0.3437 0.1025 -0.1398 -0.06
C 3.749 -0.628 0.399 0.2603 -0.0133 -0.1892 -0.24
C 3.221 -1.424 -0.607 -0.2180 -0.0183 0.2408 -0.01
C 3.977 -1.694 -1.738 0.1235 0.0120 -0.0679 -0.08
C 5.250 -1.177 -1.869 -0.0127 -0.0774 -0.1511 -0.09
C 5.774 -0.385 -0.860 -0.1090 -0.0170 0.0486 -0.05
C 5.043 -0.099 0.279 -0.1544 0.0188 0.1439 -0.22
C 5.592 0.757 1.378 -0.0570 -0.0720 -0.0155 -0.03
N -0.145 -0.934 0.201 0.6252 -0.7973 0.6463 0.08
N -0.887 -0.113 -0.559 -0.3247 0.5852 -0.5561 0.04
C -0.405 1.093 -0.414 0.1353 0.0293 -0.0173 -0.61
S -1.035 2.534 -1.144 -0.0966 0.3524 -0.2717 1.00
C -2.738 1.948 -1.398 0.4323 -0.0631 0.1709 -0.34
C -3.260 1.401 -0.073 -0.1419 0.0616 -0.1072 -0.56
O -3.185 2.088 0.932 0.0708 0.2618 0.1305 0.03
N -3.818 0.180 -0.073 -0.2688 -0.1231 0.1706 -0.05
C -3.847 -0.745 -1.191 0.1288 -0.1995 -0.5235 -0.17
C -4.071 -2.169 -0.694 -0.1390 0.1209 -0.0820 -0.18
C -5.404 -2.308 0.044 0.0264 -0.0028 -0.0182 -0.20
C -5.700 -1.042 0.860 0.1455 -0.0764 0.0728 -0.17
C -4.411 -0.292 1.167 -0.3097 0.2204 0.3443 -0.14
H 3.063 1.837 -0.568 0.0470 -0.0417 -0.0411 0.07
H 2.980 3.505 0.016 0.0764 0.1207 -0.0110 0.08
H 1.816 2.932 -1.183 0.0226 0.0445 -0.1065 0.06
H 0.765 3.046 1.063 0.0688 -0.1285 0.0934 0.12
H 2.021 1.956 1.714 -0.1388 0.0807 -0.0702 0.12
H 1.520 -0.447 2.770 0.0715 -0.1259 -0.1451 0.14
H 1.732 -1.863 1.711 -0.0361 0.1476 -0.0033 0.14
H 2.227 -1.832 -0.529 -0.0913 -0.0348 0.0105 0.10
H 3.555 -2.313 -2.516 -0.0390 -0.0522 -0.0643 0.10
H 5.836 -1.388 -2.751 0.0471 -0.0215 -0.0804 0.10
H 6.771 0.020 -0.957 0.1004 0.0506 0.0194 0.11
H 5.550 0.222 2.325 0.0395 0.0550 0.1103 0.09
H 4.995 1.661 1.488 -0.0047 0.1070 0.0835 0.08
H 6.621 1.037 1.171 0.0590 0.0348 0.0028 0.08
H -3.307 2.841 -1.660 -0.0056 -0.0626 0.0118 0.09
H -2.742 1.243 -2.223 -0.1167 0.0294 0.0311 0.06
H -2.881 -0.718 -1.699 -0.1814 0.0518 0.0094 0.09
H -4.644 -0.462 -1.893 0.0583 -0.0740 -0.0285 0.13
H -4.041 -2.847 -1.548 0.0903 -0.0004 0.0044 0.11
H -3.241 -2.430 -0.038 0.0678 -0.0476 -0.0157 0.11
H -5.359 -3.179 0.699 -0.0598 -0.0432 -0.0130 0.11
H -6.211 -2.477 -0.671 -0.0116 -0.0788 0.0012 0.10
H -6.357 -0.376 0.298 -0.0321 0.0418 0.0465 0.11
H -6.205 -1.293 1.793 -0.0561 0.0475 0.0044 0.11
H -3.705 -0.938 1.701 -0.0009 0.0522 0.0595 0.13
H -4.602 0.586 1.788 0.0796 -0.2022 -0.0579 0.12
```
Forces are in eV/Å.

- SMILES = CCn1c(COc2ccccc2C)nnc1SCC(=O)N1CCCCC1
- ΔE to the lowest compared entry with this formula, charge and spin (kcal per mole) = 45.8

---

| no. | molecular weight (g mol⁻¹) |
| --- | --- |
| 1 | 1101.0 |
| 2 | 374.5 |